# 1
Formula: C5H10NO2
Source: OMol25
Level of theory: wB97M-V/def2-TZVPD

```
18
Properties=species:S:1:pos:R:3
O 1.34 1.72 1.35
C 0.79 2.04 0.27
O 0.54 3.19 -0.14
C 0.35 1.09 -0.84
C 0.54 -0.41 -0.31
C -0.67 -1.10 0.50
C -1.46 -2.10 -0.33
N -1.09 -3.51 -0.26
H -0.71 1.23 -1.03
H 0.96 1.27 -1.66
H 0.80 -1.13 -1.02
H 1.44 -0.57 0.47
H -1.43 -0.25 0.66
H -0.40 -1.35 1.47
H -1.72 -1.66 -1.30
H -2.60 -2.04 0.09
H -0.05 -3.58 0.05
H -0.93 -3.83 -1.35
```

Calculated values
HOMO energy (alpha / beta) ... 3.744 / -1.260 eV
Multiplicity ... 2
Energy relative to the best compared isomer or geometry (same formula, charge and spin) ... 218.7 kJ/mol
E_LUMO (alpha / beta) ... 6.71 / 6.66 eV
Total charge ... -2

These are the natural (NBO) partial charges, in e, on atoms 1 to 5: atom 1 (O): -0.789, atom 2 (C): 0.757, atom 3 (O): -0.821, atom 4 (C): -0.517, atom 5 (C): -0.457



# 2
Formula: C45H122N12O13
Source: OMol25
Level of theory: wB97M-V/def2-TZVPD

```
192
Properties=species:S:1:pos:R:3
C 2.13 -2.00 -9.78
O 0.77 -1.80 -10.18
C 0.73 -1.14 -11.42
C -0.71 -0.70 -11.71
C -1.29 0.16 -10.60
N -1.56 -1.89 -11.93
H 2.59 -1.01 -9.64
H 2.70 -2.56 -10.53
H 2.13 -2.52 -8.83
H 1.43 -0.28 -11.52
H 1.16 -1.72 -12.26
H -0.66 -0.25 -12.71
H -1.61 -0.55 -9.83
H -2.22 0.65 -10.89
H -0.55 0.83 -10.17
H -1.64 -2.38 -11.03
H -1.02 -2.55 -12.47
C 1.35 3.64 -4.21
O 0.08 3.41 -4.77
C -0.89 2.74 -4.01
C -2.26 3.00 -4.63
C -3.32 2.48 -3.66
N -2.48 2.26 -5.89
H 1.71 2.71 -3.75
H 1.30 4.38 -3.41
H 2.04 4.07 -4.92
H -0.67 1.66 -4.01
H -0.91 3.13 -2.99
H -2.34 4.08 -4.77
H -3.25 2.84 -2.63
H -3.12 1.41 -3.56
H -4.33 2.68 -4.00
H -3.04 2.79 -6.55
H -1.58 2.11 -6.35
C 3.52 5.63 -15.25
O 4.10 5.27 -14.02
C 3.61 6.02 -12.93
C 2.19 5.70 -12.49
C 1.59 6.70 -11.52
N 2.08 4.34 -11.94
H 3.67 6.69 -15.49
H 2.45 5.40 -15.37
H 3.99 5.04 -16.04
H 4.27 5.74 -12.10
H 3.83 7.09 -12.99
H 1.52 5.75 -13.35
H 2.25 7.10 -10.75
H 0.70 6.35 -10.98
H 1.27 7.57 -12.11
H 2.54 4.18 -11.05
H 2.53 3.70 -12.60
C -10.48 5.57 -8.34
O -10.74 5.25 -7.00
C -9.96 4.16 -6.51
C -10.50 3.83 -5.13
C -10.44 5.01 -4.15
N -9.65 2.75 -4.56
H -10.99 4.90 -9.05
H -9.43 5.51 -8.64
H -10.90 6.56 -8.48
H -9.87 3.30 -7.18
H -8.96 4.60 -6.37
H -11.53 3.46 -5.27
H -10.94 4.68 -3.24
H -10.98 5.87 -4.55
H -9.40 5.34 -4.08
H -10.15 2.36 -3.77
H -9.67 2.00 -5.24
C -4.99 -0.20 -8.95
O -5.15 -1.27 -8.02
C -4.58 -1.01 -6.78
C -3.06 -1.11 -6.74
C -2.62 -2.47 -7.32
N -2.46 -0.90 -5.42
H -3.94 -0.05 -9.21
H -5.29 0.80 -8.61
H -5.55 -0.53 -9.82
H -4.95 -0.10 -6.28
H -4.98 -1.78 -6.11
H -2.57 -0.40 -7.41
H -2.47 -2.41 -8.40
H -3.29 -3.30 -7.09
H -1.60 -2.69 -6.98
H -2.64 0.04 -5.08
H -1.46 -0.93 -5.55
C -8.83 2.83 -10.78
O -7.93 2.59 -11.84
C -6.67 2.16 -11.34
C -5.71 1.97 -12.53
C -6.41 1.42 -13.80
N -4.76 0.92 -12.11
H -9.76 3.31 -11.06
H -8.37 3.54 -10.08
H -8.95 1.92 -10.18
H -6.31 3.01 -10.75
H -6.80 1.26 -10.73
H -5.18 2.91 -12.67
H -6.79 0.42 -13.67
H -5.62 1.41 -14.56
H -7.18 2.01 -14.29
H -4.02 0.89 -12.81
H -5.19 0.01 -12.21
C 0.09 0.36 -15.29
O -0.95 1.14 -14.75
C -0.41 2.22 -14.00
C -1.53 3.04 -13.33
C -2.62 3.44 -14.29
N -0.90 4.23 -12.74
H 0.65 0.94 -16.04
H -0.32 -0.48 -15.85
H 0.82 -0.04 -14.59
H 0.36 1.93 -13.27
H 0.21 2.77 -14.74
H -1.82 2.36 -12.52
H -2.23 4.23 -14.94
H -3.50 3.81 -13.75
H -2.91 2.57 -14.87
H -0.07 4.08 -12.17
H -0.61 4.81 -13.52
C -1.80 10.14 -11.29
O -2.08 9.15 -12.28
C -2.16 9.71 -13.59
C -2.14 8.54 -14.55
C -0.82 7.76 -14.55
N -2.49 8.94 -15.93
H -1.80 9.66 -10.31
H -2.57 10.91 -11.30
H -0.83 10.56 -11.57
H -3.07 10.32 -13.54
H -1.32 10.39 -13.80
H -2.95 7.87 -14.22
H -0.81 7.05 -15.38
H -0.76 7.22 -13.61
H 0.04 8.43 -14.55
H -3.32 9.53 -15.87
H -2.80 8.10 -16.39
C -6.55 7.86 -8.31
O -5.94 7.42 -7.12
C -5.44 8.46 -6.29
C -4.34 7.94 -5.37
N -4.84 7.36 -4.16
C -5.67 6.15 -4.34
C -5.95 5.64 -2.94
O -4.78 5.28 -2.24
C -4.98 4.92 -0.90
H -6.64 7.01 -8.98
H -5.90 8.53 -8.89
H -7.46 8.44 -8.14
H -6.29 8.88 -5.73
H -5.07 9.24 -6.97
H -3.64 8.77 -5.24
H -3.81 7.17 -5.96
H -4.11 7.04 -3.53
H -5.17 5.43 -5.00
H -6.58 6.46 -4.86
H -6.64 4.79 -2.99
H -6.46 6.44 -2.39
H -5.46 5.72 -0.32
H -4.00 4.73 -0.46
H -5.61 4.03 -0.80
C -2.68 6.45 -10.35
O -2.17 5.67 -9.28
C -2.03 4.30 -9.60
C -3.32 3.57 -9.96
N -4.16 3.35 -8.78
C -5.00 4.50 -8.42
C -5.92 4.07 -7.29
O -6.77 3.10 -7.86
C -7.13 2.04 -7.00
H -2.09 6.29 -11.26
H -2.71 7.49 -10.04
H -3.71 6.21 -10.63
H -1.72 3.78 -8.69
H -1.28 4.12 -10.37
H -3.10 2.53 -10.23
H -3.84 4.02 -10.81
H -4.88 2.67 -9.01
H -5.57 4.95 -9.24
H -4.29 5.25 -8.05
H -6.50 4.91 -6.92
H -5.27 3.68 -6.50
H -6.29 1.40 -6.75
H -7.87 1.46 -7.58
H -7.72 2.45 -6.17
N -0.95 7.40 -7.22
C -0.30 6.53 -6.42
N -0.63 5.24 -6.70
O 0.50 6.82 -5.52
H -0.89 8.38 -7.02
H -1.67 6.97 -7.78
H -1.35 5.15 -7.41
H -0.25 4.50 -6.11
```

Calculated values
HOMO energy ... -8.583 eV
Energy relative to the best compared isomer or geometry (same formula, charge and spin) ... 0.0 kJ/mol
SMILES ... COC[C@H](C)N.COC[C@H](C)N.COC[C@H](C)N.COC[C@H](C)N.COC[C@H](C)N.COC[C@H](C)N.COC[C@H](C)N.COC[C@H](C)N.COCCNCCOC.COCCNCCOC.NC(N)=O
E_LUMO ... 0.38 eV

These are the Löwdin partial charges, in e, on atoms 1 to 5: atom 1 (C): -0.091, atom 2 (O): -0.177, atom 3 (C): -0.257, atom 4 (C): -0.409, atom 5 (C): -0.044



# 3
Formula: C22H38NO2P3Ru
Source: OMol25
Level of theory: wB97M-V/def2-TZVPD

```
67
Properties=species:S:1:pos:R:3
P 4.45 -1.78 -0.03
C 4.26 -1.37 1.76
H 5.24 -1.21 2.24
H 3.76 -2.21 2.26
H 3.64 -0.47 1.88
C 6.24 -2.32 -0.04
H 6.58 -2.50 -1.07
H 6.33 -3.28 0.50
H 6.87 -1.57 0.45
C 4.63 -0.05 -0.61
H 5.57 0.38 -0.25
H 3.78 0.55 -0.25
H 4.61 -0.05 -1.71
P -1.50 4.80 -0.47
C -1.53 5.56 1.17
H -1.74 6.63 1.05
H -0.54 5.43 1.62
H -2.32 5.08 1.75
C -0.42 5.91 -1.43
H -0.33 5.54 -2.46
H 0.56 5.97 -0.93
H -0.90 6.89 -1.43
C -3.15 5.18 -1.11
H -3.23 6.27 -1.07
H -3.90 4.73 -0.43
H -3.27 4.82 -2.14
P -2.88 -3.53 -0.15
C -2.81 -2.64 1.49
H -3.65 -2.87 2.16
H -2.83 -1.55 1.29
H -1.86 -2.88 1.99
C -4.59 -3.08 -0.64
H -5.33 -3.79 -0.26
H -4.62 -3.07 -1.74
H -4.81 -2.07 -0.27
C -3.02 -5.33 0.21
H -4.05 -5.61 0.46
H -2.33 -5.59 1.01
H -2.72 -5.85 -0.72
Ru 0.10 0.39 -1.20
C 0.99 1.62 0.10
O 1.35 2.41 0.87
C -1.40 0.82 -0.10
O -2.35 1.22 0.45
C -1.46 0.24 -2.61
C -0.82 -1.00 -2.42
C 0.56 -1.10 -2.62
C 1.29 0.05 -2.97
C 0.66 1.30 -3.04
C -0.70 1.42 -2.75
H -2.53 0.30 -2.50
H -1.37 -1.84 -2.00
H 1.08 -2.05 -2.50
H 2.37 -0.05 -3.03
H 1.23 2.20 -3.27
H -1.20 2.38 -2.63
C 0.52 -2.12 3.61
C 0.17 -0.78 3.56
C -0.01 -0.17 2.32
N 0.29 -0.82 1.18
C 0.54 -2.13 1.19
C 0.67 -2.83 2.41
H 0.67 -2.63 4.57
H 0.03 -0.21 4.47
H -0.38 0.85 2.24
H 0.61 -2.65 0.21
H 0.89 -3.91 2.40
```

Calculated values
HOMO energy (alpha / beta) ... -17.795 / -20.216 eV
Multiplicity ... 5
E_LUMO (alpha / beta) ... -10.02 / -13.99 eV
Total charge ... +4

These are the natural (NBO) partial charges, in e, on atoms 1 to 5: atom 1 (P): 1.323, atom 2 (C): -0.947, atom 3 (H): 0.303, atom 4 (H): 0.267, atom 5 (H): 0.253



Computed calculated total energy (a.u.) in order:
-401.60020; -3422.67617; -2183.64791